56
Properties=species:S:1:pos:R:3:forces:R:3 method="wB97M-V/def2-TZVPD" e_homo_ev=-9.0 homo_lumo_gap_ev=8.14 smiles="CCCCN(CCCC)S(=O)(=O)c1ccc(SCC(=O)OCC)c([N+](=O)[O-])c1" largest_force_ev_per_a=1.53 energy_ha=-2059.9154 lumo_ev=-0.81
C -0.167243 0.030347 3.821250 0.2 0.1 -0.1
C 0.605512 0.219429 2.521609 -0.2 -0.3 0.0
C -0.196122 -0.189949 1.287116 0.1 0.3 0.1
C -1.399059 0.723842 1.022809 0.6 -0.2 0.4
N -1.831127 0.620790 -0.357594 0.1 0.8 -0.7
S -1.595838 2.007158 -1.249891 0.6 -0.3 0.3
O -2.077473 1.762677 -2.575572 0.0 -0.3 -0.1
O -2.026160 3.192233 -0.565344 0.1 0.0 0.2
C 0.198685 1.992204 -1.261283 -0.4 0.1 0.0
C 0.921163 2.861007 -0.483104 0.1 0.2 0.1
C 2.303580 2.707416 -0.399398 -0.7 -1.0 -0.9
C 2.969273 1.662536 -1.063819 -0.1 0.4 0.2
C 2.207217 0.842697 -1.907979 -0.1 0.2 0.0
C 0.843653 1.004675 -1.997580 0.0 0.0 -0.1
H 0.246655 0.372764 -2.635665 0.0 -0.2 -0.1
H 2.683748 0.078400 -2.498534 0.0 -0.1 0.0
S 4.665671 1.431916 -0.771851 0.8 -1.0 -0.4
C 4.874971 -0.313256 -1.303248 -0.4 0.6 0.1
C 3.841865 -1.203616 -0.647155 0.1 0.1 0.1
O 3.348895 -1.003970 0.429315 0.0 -0.2 0.1
O 3.539781 -2.229756 -1.442359 0.2 -0.1 -0.3
C 2.588708 -3.179691 -0.946056 -0.3 -0.3 0.3
C 3.239303 -4.179273 -0.002642 0.0 0.3 -0.2
H 4.067284 -4.681119 -0.497317 0.0 -0.1 0.0
H 2.506096 -4.920337 0.301442 -0.1 -0.1 0.0
H 3.611123 -3.669254 0.882534 0.0 0.0 0.1
H 2.197667 -3.673018 -1.837624 0.0 0.1 0.1
H 1.787131 -2.637171 -0.433874 0.1 -0.1 -0.1
H 4.874221 -0.427076 -2.385569 0.0 -0.1 0.0
H 5.862383 -0.580128 -0.923377 0.0 0.0 0.0
N 3.056075 3.596378 0.409258 0.4 0.6 0.5
O 2.472259 4.358443 1.148416 -0.1 0.2 0.2
O 4.274307 3.526567 0.306711 -0.2 0.6 0.2
H 0.432170 3.657298 0.057740 0.0 0.0 0.1
C -3.025792 -0.137369 -0.667402 -0.5 0.1 -0.2
C -4.315091 0.578679 -0.257525 0.0 -0.2 -0.2
C -5.571268 -0.110613 -0.788515 0.1 0.0 0.3
C -5.806618 -1.484990 -0.171187 0.0 0.2 -0.2
H -5.837913 -1.415333 0.914114 0.0 0.0 0.1
H -6.754667 -1.893191 -0.513490 -0.1 -0.1 0.0
H -5.019346 -2.180214 -0.450724 0.1 -0.2 0.0
H -6.431410 0.525889 -0.571130 0.0 0.0 -0.1
H -5.495149 -0.204820 -1.873394 -0.1 0.1 -0.1
H -4.262683 1.594433 -0.655851 -0.1 0.0 0.1
H -4.371881 0.648844 0.831341 0.0 0.1 0.1
H -2.935565 -1.111874 -0.182396 0.1 0.0 -0.1
H -3.021001 -0.274635 -1.750659 -0.1 -0.2 0.1
H -2.222813 0.475360 1.695125 -0.1 0.2 -0.1
H -1.122648 1.765304 1.204735 0.0 -0.1 0.3
H -0.540384 -1.220198 1.398430 0.0 -0.1 -0.1
H 0.461318 -0.153976 0.416641 0.0 0.0 0.0
H 0.900959 1.266309 2.423889 0.1 0.1 0.0
H 1.518528 -0.378023 2.549621 0.1 0.1 0.0
H 0.464516 0.271198 4.672521 0.0 0.0 0.1
H -0.498714 -1.000941 3.922516 -0.1 -0.1 0.0
H -1.038779 0.678992 3.852001 -0.2 0.1 0.1